Entry 1:
A structure of composition C39H31BClF4N5O3Ti at a distorted geometry. Source: the Open Molecules 2025 dataset; level of theory: ωB97M-V/def2-TZVPD.

```
85
Properties=species:S:1:pos:R:3:forces:R:3
Ti -0.62135 -0.73596 -0.61586 1.4 0.5 -1.0
Cl -2.58785 -7.38396 1.01304 -0.1 -0.6 0.1
F -0.61925 -2.65986 -2.13596 -0.1 0.3 0.0
F 0.31685 -3.66886 -3.98206 0.3 0.4 -0.9
F -1.23715 -4.77836 -2.76916 -0.7 -0.4 0.0
F 0.82845 -4.40756 -1.91966 0.7 -0.3 0.5
O -2.37005 2.91104 2.01924 -0.2 -0.2 0.2
O -2.04775 -1.68796 -0.13496 -1.1 -0.2 0.5
O -1.74875 -0.55176 -4.00306 -0.2 0.1 0.4
N -0.24105 -0.09516 1.53734 -1.6 0.7 1.6
N -0.00125 -0.03366 -2.55226 -0.5 0.1 0.1
N -1.57355 0.98384 -0.81206 -1.6 1.9 -0.3
N -0.26705 2.49444 1.15244 -0.2 0.1 -0.3
N 0.60625 -1.96436 0.22164 1.7 0.1 0.2
C -0.36635 5.07174 2.18154 0.0 0.2 -0.1
C 1.13335 -0.00546 1.35504 2.1 -0.2 0.1
C 0.64625 0.95424 -4.68476 0.0 0.1 0.0
C 3.41005 0.68654 1.71344 0.2 0.1 -0.1
C 0.98795 1.31124 4.08414 0.2 -0.6 0.1
C -1.30225 -0.13916 -2.93276 0.3 -0.1 -1.0
C -2.40235 -5.69216 0.66964 -0.3 0.3 -0.1
C 0.91455 0.08684 -3.59556 0.5 -0.1 -0.5
C -0.41195 1.48164 3.44904 0.0 0.3 0.4
C -1.58835 2.51484 1.11994 0.9 0.5 -0.2
C 3.02935 -0.47116 -4.64996 0.0 0.1 -0.1
C 3.88695 -0.47676 1.11604 -0.4 -0.2 0.1
C -2.20055 0.49484 -1.92236 0.1 0.7 0.0
C -0.56465 1.84234 -4.75286 0.0 0.0 -0.1
C 2.72135 0.30324 -5.75046 0.1 0.0 -0.1
C -3.35965 -3.60736 0.04774 0.5 0.6 -0.1
C 2.55575 -1.44226 -2.42896 -0.3 0.1 0.0
C -0.95665 -3.76096 0.47154 -0.3 0.3 0.0
C 1.59325 1.99254 2.81304 0.2 0.2 -0.1
C -2.21895 1.93364 -0.10616 -0.4 -0.1 -0.1
C 0.20255 2.61054 2.49234 -0.4 -0.5 0.0
C 0.07045 3.97344 3.10404 0.0 0.5 0.4
C 0.33435 4.28234 4.38694 -0.2 0.4 -0.6
C 1.64145 -1.18406 0.70754 -1.1 0.5 0.7
C -4.17985 1.76574 -1.49976 0.5 -0.3 -0.1
C 1.12135 2.12864 5.32484 -0.1 0.3 0.1
C 2.05225 0.91794 1.89354 -0.7 -0.3 -0.5
C -2.11385 -2.97526 0.10834 -0.6 -2.2 0.5
C 1.54135 1.02054 -5.74296 0.0 0.0 -0.1
C 1.42805 -0.11966 4.38584 -0.1 0.1 0.0
C -0.89225 0.41094 2.54634 0.7 -0.6 -1.3
C 3.00295 -1.44616 0.66364 0.3 0.1 0.0
C -1.15755 -5.12936 0.75424 0.1 0.2 0.0
C -3.51075 2.33224 -0.42096 0.1 0.0 0.0
C -3.49735 0.83584 -2.26936 -0.4 0.0 0.2
C 2.15145 -0.58326 -3.58396 -0.1 0.0 0.1
C 0.33705 -3.20686 0.58214 -0.1 -1.5 0.6
C 0.79875 3.42094 5.43744 0.2 -0.5 0.4
C -3.52505 -4.95676 0.31044 0.2 -0.3 0.1
B -0.17885 -3.90176 -2.72796 0.0 0.1 0.3
H -1.18855 1.82754 4.13084 0.0 -0.2 -0.1
H 2.37765 2.72844 3.00374 0.1 -0.1 0.0
H 4.95345 -0.63116 1.01344 0.0 0.0 0.1
H -0.36975 2.69564 -5.40576 0.1 0.0 0.1
H -4.21185 -3.00566 -0.24006 0.0 0.1 0.0
H 0.92295 -0.46766 5.28724 0.0 0.0 0.1
H 1.47245 1.60094 6.20404 0.0 0.0 0.1
H -0.84475 2.20874 -3.76376 0.0 0.1 0.0
H -0.25225 4.74504 1.14874 0.0 0.2 0.0
H 4.12065 1.41034 2.09344 0.0 0.1 0.0
H 1.13255 -3.81446 1.02144 -0.1 0.0 -0.2
H 3.96095 -1.02316 -4.61436 0.0 -0.1 0.0
H -1.41995 1.28914 -5.14756 0.0 0.1 0.0
H -3.90505 0.40244 -3.17016 0.0 -0.1 0.0
H 3.35295 -2.37626 0.23514 0.0 0.0 -0.1
H 1.30015 1.65614 -6.58726 0.0 0.1 0.0
H 0.89525 3.89084 6.41124 0.1 -0.1 0.1
H -5.18315 2.07284 -1.75956 -0.1 0.0 0.0
H 2.50725 -0.15326 4.54424 0.1 0.0 0.1
H -3.96435 3.08744 0.20574 0.1 0.0 0.0
H -4.48655 -5.43506 0.20614 -0.1 0.0 0.1
H 1.18355 -0.80626 3.58084 0.0 -0.1 0.0
H 3.39075 0.35234 -6.60056 0.0 0.0 0.0
H 0.21735 5.97764 2.35934 -0.1 0.0 0.0
H 2.81035 -2.44346 -2.77246 0.0 -0.1 0.1
H 0.19265 5.31864 4.68114 0.0 0.0 -0.1
H -0.30295 -5.74186 0.99844 0.1 -0.1 0.0
H -1.42575 5.27794 2.34494 0.0 0.0 0.0
H 1.72535 -1.52456 -1.72936 0.4 -0.2 -0.1
H 3.42305 -1.00666 -1.92566 -0.1 0.0 0.0
H -1.95455 0.19144 2.57754 0.0 -0.1 -0.1
```
Forces are in eV/Å.

Values from the calculation:
Spin multiplicity: 3
Energy above the lowest of the compared OMol25 structures with the same formula, charge and spin in kJ/mol: 666.4
Maximum force in eV/A: 2.530
Highest occupied orbital energy (alpha / beta) in eV: 0.1 / -2.7
Gap between HOMO and LUMO (alpha / beta) in Ha: 0.1507 / 0.2547
Energy in eV: -101731.8355
LUMO (alpha / beta) in eV: 4.218 / 4.213
Charge: -2

Entry 2:
A structure of composition C39H31BClF4N5O3Ti. Source: the Open Molecules 2025 dataset; level of theory: ωB97M-V/def2-TZVPD.

```
85
Properties=species:S:1:pos:R:3:forces:R:3
Ti -0.11219 0.35197 -0.49694 -0.3 0.3 0.5
Cl 6.67940 2.43919 1.47715 -0.1 0.0 0.0
F 1.01998 0.70489 -5.57666 0.0 0.0 0.0
F 0.49080 1.59195 -3.51725 -0.1 0.0 -0.1
F 0.76764 2.98312 -5.33291 0.0 -0.1 0.0
F 2.58888 1.92215 -4.39559 -0.1 0.0 0.0
O 1.43404 1.31205 -0.81672 0.4 0.0 -0.2
O -1.68137 -1.54247 -3.91767 0.0 -0.2 0.0
O -2.66598 3.60764 0.70071 0.1 0.1 0.1
N -0.40798 -1.16624 -2.00195 -0.3 0.1 0.0
N -1.59796 -0.92522 0.56564 0.2 0.0 0.1
N -0.99870 1.98197 0.76915 -0.3 -0.1 0.0
N -1.72559 1.10412 -1.59524 0.2 -0.3 0.0
N 1.00696 -0.52856 1.08128 -0.3 -0.5 0.3
C 1.56836 -2.55254 -2.04152 0.2 -0.1 -0.1
C 3.50746 2.40369 -0.98274 0.2 -0.1 0.1
C -2.31958 2.22510 -1.19973 0.0 0.0 0.2
C 5.10495 2.07573 0.76983 0.0 0.0 0.0
C 0.96351 3.32828 3.60939 0.0 0.0 0.0
C 0.27931 -3.45326 3.26232 0.0 0.0 0.0
C 2.18228 -3.79662 -1.94633 -0.1 0.0 0.0
C 1.01090 -2.46220 2.62750 -0.1 0.0 0.1
C 0.05688 -4.86420 -1.76582 0.0 0.0 0.0
C 1.17916 3.84591 1.18158 0.0 0.0 0.0
C -1.99131 2.68697 0.22673 0.0 -0.1 -0.5
C 0.29698 2.80131 4.69927 -0.1 0.0 0.0
C 1.43714 -4.95630 -1.80567 0.0 0.1 0.0
C -1.30865 -0.87498 -2.95715 -0.1 0.4 0.0
C -1.98994 0.48479 -2.73797 -0.1 -0.1 -0.1
C 3.01846 0.88043 0.85912 -0.2 -0.4 0.5
C -1.01279 -1.75086 1.45735 0.0 -0.2 0.2
C 2.42754 -1.33454 -2.25683 0.0 0.0 0.0
C -3.51188 2.23102 -3.25329 -0.1 0.1 0.0
C -1.75684 -2.75007 2.15993 0.1 0.1 0.0
C -1.36644 1.86467 3.20942 0.0 -0.1 0.1
C 0.16883 -2.46637 -1.97608 0.1 0.3 -0.2
C -3.71345 -1.92850 1.01040 0.0 0.0 0.0
C -2.09623 -3.62399 -1.80985 0.0 0.0 0.0
C -0.88309 2.10025 4.49137 0.0 0.0 0.0
C -1.08387 -3.60305 3.06291 0.0 0.0 0.0
C -2.69625 1.18791 3.04038 0.0 0.0 0.0
C 4.26908 1.18880 1.41130 0.2 0.1 0.0
C -3.13823 -2.80463 1.90890 0.0 0.0 0.0
C -0.62632 2.31494 2.10668 0.0 0.2 -0.3
C -0.59541 -3.63651 -1.85120 0.0 0.0 0.1
C -2.92189 1.02775 -3.60745 0.1 -0.1 0.0
C -2.91148 -1.01279 0.35060 0.0 0.1 0.0
C -3.23130 2.84281 -2.03271 0.0 -0.1 0.0
C 2.16907 -0.08509 1.53216 0.4 0.3 -0.3
C 0.50094 3.11761 2.31082 0.1 0.1 0.1
C 4.74617 2.68190 -0.42998 0.0 0.0 0.0
C 2.64288 1.52362 -0.33591 -0.5 -0.1 -0.1
C 0.38172 -1.57504 1.73242 0.1 0.2 -0.1
B 1.21297 1.79284 -4.71311 0.2 0.2 0.0
H -3.73771 -3.54028 2.43378 0.0 0.0 0.0
H 4.57999 0.72049 2.33732 0.0 0.0 0.0
H -4.77513 -1.94603 0.80129 0.0 0.0 0.0
H 2.26412 3.74544 1.23968 0.0 0.0 0.0
H -3.14831 1.01088 4.01791 0.0 0.0 0.0
H -2.61339 0.23263 2.53113 0.0 -0.1 0.0
H -3.14272 0.50069 -4.52431 0.0 0.1 0.0
H -2.46546 -4.48556 -1.24857 0.0 0.0 0.0
H -2.50406 -3.64699 -2.82132 0.0 0.0 0.0
H 0.85312 3.49232 0.20772 0.0 0.0 0.0
H 5.42761 3.36650 -0.91661 0.0 0.0 0.0
H 1.92637 -5.92100 -1.73691 0.0 0.0 0.0
H 3.32006 -1.60781 -2.82195 0.0 0.0 0.0
H -0.54531 -5.76217 -1.67012 0.0 0.0 0.0
H 0.93737 4.91040 1.24893 0.0 0.0 0.0
H -1.45115 1.72647 5.33662 0.0 0.0 0.0
H -1.64634 -4.36740 3.58537 0.0 0.0 0.0
H 2.07665 -2.39908 2.79422 0.0 0.0 0.0
H 3.26457 -3.84404 -2.00223 0.0 0.0 0.0
H -3.33660 -0.31826 -0.36196 0.0 0.0 0.0
H -4.21459 2.69957 -3.93313 0.0 0.0 0.0
H -3.70103 3.75958 -1.70641 0.0 0.0 0.0
H 1.85615 3.92902 3.75146 0.0 0.0 0.0
H 0.79511 -4.13495 3.92990 0.0 0.0 0.0
H 0.67313 2.95684 5.70381 0.0 0.0 0.0
H -3.36627 1.81709 2.45042 0.0 0.0 0.0
H -2.47883 -2.72261 -1.34073 0.0 0.0 0.0
H 1.90860 -0.54952 -2.80513 0.0 0.0 0.0
H 2.76022 -0.91220 -1.30525 0.0 0.0 0.0
H 2.53488 -0.46343 2.48251 0.1 0.0 0.0
H 3.18138 2.84213 -1.91746 0.0 0.0 0.0
```
Forces are in eV/Å.

Values from the calculation:
Spin multiplicity: 3
Energy above the lowest of the compared OMol25 structures with the same formula, charge and spin in kJ/mol: 0.0
Maximum force in eV/A: 0.677
Highest occupied orbital energy (alpha / beta) in eV: -0.5 / -3.1
Gap between HOMO and LUMO (alpha / beta) in Ha: 0.1697 / 0.2657
Energy in eV: -101738.7426
LUMO (alpha / beta) in eV: 4.124 / 4.122
Charge: -2

Entry 3:
A structure of composition C39H31FNO2Ta. Source: the Open Molecules 2025 dataset; level of theory: ωB97M-V/def2-TZVPD.

```
75
Properties=species:S:1:pos:R:3:forces:R:3
Ta 0.12023 0.40482 0.10401 -0.4 0.0 0.4
F 4.02216 -1.61456 4.36021 0.0 0.0 0.0
O -1.38474 1.10004 0.89142 0.2 0.0 0.0
O 0.88887 0.68292 -1.52723 0.2 0.0 -0.5
N -1.01229 -1.19848 -0.68327 0.1 0.0 0.0
C -3.16224 1.57690 -0.69572 0.1 0.0 0.0
C -1.15154 -2.72273 -2.50851 0.0 0.0 0.0
C -3.60394 3.06572 1.80254 0.0 0.0 0.0
C -4.74870 1.65461 3.89553 0.0 0.0 0.0
C 3.67205 -1.03693 2.13387 0.0 0.0 0.0
C 5.60819 0.52761 -2.84092 0.0 0.0 0.0
C -0.61918 0.44742 -3.87673 0.0 0.0 0.0
C 0.66381 -0.08699 -3.83888 0.0 0.0 0.0
C 3.31473 1.23060 -2.97875 0.0 0.0 0.0
C -3.11248 -2.13126 -1.26670 0.0 0.0 0.0
C 1.40340 -0.29309 -2.53254 0.0 0.1 0.0
C -2.65138 3.03687 -2.55077 0.0 0.0 0.0
C 3.20295 -1.14926 3.44125 0.0 0.0 0.0
C 2.81449 -0.55748 1.17402 0.0 0.0 0.0
C -4.78705 3.03949 3.89364 0.0 0.0 0.0
C -4.12916 0.97246 2.85722 0.0 0.0 0.0
C 1.91490 -0.78948 3.82463 0.0 0.0 0.0
C -2.83656 0.97485 0.66041 0.0 0.0 0.0
C 1.25026 -0.54762 -5.01460 0.0 0.0 0.0
C 5.19602 -0.75220 -2.51027 0.0 0.0 0.0
C -4.36418 1.23998 -1.31403 0.0 0.0 0.0
C -0.41338 -1.88740 -1.70236 0.0 0.1 0.0
C 1.05875 -1.67636 -1.92908 0.0 0.0 0.1
C -4.21111 3.74415 2.84524 0.0 0.0 0.0
C -3.01920 -0.55463 0.67244 0.0 -0.1 0.0
C -1.30498 0.52723 -5.08136 0.0 0.0 0.0
C 1.06576 -0.30136 2.85964 0.0 0.0 0.0
C -3.84032 2.68440 -3.16620 0.0 0.0 0.0
C 3.84035 -1.04392 -2.40041 0.0 0.0 0.0
C 4.66348 1.52090 -3.07607 0.0 0.0 0.0
C -2.35872 -1.30063 -0.46076 0.0 0.0 0.0
C -4.69903 1.78698 -2.54173 0.0 0.0 0.0
C -2.51514 -2.84732 -2.29181 0.0 0.0 0.0
C 2.89423 -0.05243 -2.63033 0.0 0.0 0.0
C 1.48432 -0.18669 1.50649 0.0 -0.1 0.1
C 0.55752 -0.47682 -6.21361 0.0 0.0 0.0
C -3.55138 1.67319 1.80252 0.0 0.0 0.0
C -0.72156 0.06187 -6.24988 0.0 0.0 0.0
C -2.31463 2.48634 -1.31867 0.0 0.0 0.0
H 4.69122 -1.31991 1.90898 0.0 0.0 0.0
H -5.20458 1.09906 4.70377 0.0 0.0 0.0
H 3.55053 -2.05719 -2.15311 0.0 0.0 0.0
H -4.24590 4.82511 2.83367 0.0 0.0 0.0
H 1.41227 -2.44421 -2.61516 0.0 0.0 0.0
H -5.06489 0.57347 -0.82504 0.0 0.0 0.0
H 2.25641 -0.94931 -4.99950 0.0 0.0 0.0
H 4.98105 2.51872 -3.34687 0.0 0.0 0.0
H -5.63999 1.52417 -3.00639 0.0 0.0 0.0
H -3.18008 3.62798 0.98038 0.0 0.0 0.0
H 1.62019 -0.88671 4.86035 0.0 0.0 0.0
H 5.92618 -1.53304 -2.34489 0.0 0.0 0.0
H 6.66267 0.75200 -2.92699 0.0 0.0 0.0
H 3.17683 -0.45948 0.15509 0.0 0.0 0.0
H 1.60822 -1.81191 -0.98757 0.0 0.0 0.0
H -1.09283 0.83065 -2.98123 0.0 0.0 0.0
H 2.57893 1.99945 -3.18334 0.0 0.0 0.0
H -3.11141 -3.49348 -2.92260 0.0 0.0 0.0
H -2.29602 0.96198 -5.10032 0.0 0.0 0.0
H -0.65811 -3.25643 -3.30835 0.0 0.0 0.0
H -5.27146 3.56985 4.70217 0.0 0.0 0.0
H 1.02492 -0.83024 -7.12269 0.0 0.0 0.0
H -4.12474 -0.10881 2.88969 0.0 0.0 0.0
H -1.98699 3.75278 -3.01669 0.0 0.0 0.0
H -4.07869 -0.79928 0.65594 0.0 0.0 0.0
H -4.17421 -2.21429 -1.08433 0.0 0.0 0.0
H -2.62561 -0.92825 1.62135 0.0 0.0 0.0
H -1.25531 0.12884 -7.18822 0.0 0.0 0.0
H -1.40822 2.82766 -0.82922 0.0 0.0 0.0
H 0.06810 0.00691 3.15522 0.0 0.0 0.0
H -4.11009 3.12119 -4.11838 0.0 0.0 0.0
```
Forces are in eV/Å.

Values from the calculation:
Energy above the lowest of the compared OMol25 structures with the same formula, charge and spin in kJ/mol: 0.0
Maximum force in eV/A: 0.544
Highest occupied orbital energy in eV: -14.1
Gap between HOMO and LUMO in Ha: 0.2340
Energy in eV: -50787.7707
LUMO in eV: -7.700
Charge: +2